{"formula": "C3H6I2N2", "method": "ωB97M-V/def2-TZVPD", "e_tot_ev": -22385.4584, "e_homo_ev": [-8.882, -8.288], "total_charge": 0, "de_lowest_kj_mol": 143.5, "species": ["C", "C", "C", "N", "N", "I", "I", "H", "H", "H", "H", "H", "H"], "xyz": [[-0.363, -0.716, 0.048], [1.001, -0.469, -0.619], [-1.445, 1.455, -0.311], [-1.343, 0.294, 0.117], [1.614, 0.666, -0.026], [-3.607, -0.765, 1.191], [2.421, 0.678, 2.041], [-0.795, -1.638, -0.397], [-0.063, -0.896, 1.180], [1.638, -1.363, -0.658], [0.835, -0.177, -1.580], [-2.368, 2.159, -0.394], [2.473, 0.771, -0.593]], "atomic_forces_ev_per_a": [[2.1, -2.6, 2.6], [-0.9, -0.8, 2.9], [-1.0, -1.5, 0.4], [-1.4, 3.7, -1.7], [2.2, 1.5, 0.5], [0.3, 0.0, -0.1], [-0.8, -0.5, -1.8], [0.0, 0.6, 0.6], [-0.9, -0.2, -2.1], [-0.5, -0.2, 0.3], [-0.4, 0.9, -3.1], [1.7, -1.4, 0.5], [-0.3, 0.5, 0.8]], "nbo_charge": [-0.2619, -0.2541, 0.1946, -0.3851, -0.6889, -0.2640, 0.1940, 0.2407, 0.2309, 0.1928, 0.2134, 0.2217, 0.3659]}

{"formula": "C3H6IN3", "method": "ωB97M-V/def2-TZVPD", "e_tot_ev": -15775.4683, "e_homo_ev": -8.926, "total_charge": 0, "de_lowest_kj_mol": 91.8, "species": ["C", "C", "C", "N", "N", "N", "I", "H", "H", "H", "H", "H", "H"], "xyz": [[1.181, 1.556, 0.691], [0.314, -0.163, -0.900], [-0.824, -1.015, -0.386], [0.355, 2.084, -0.363], [-0.077, 1.225, -1.098], [1.387, 0.192, 0.583], [3.338, -0.333, 0.147], [1.960, 2.227, 0.747], [0.409, 1.638, 1.481], [0.668, -0.622, -1.777], [-1.560, -0.796, -1.087], [-1.097, -0.551, 0.525], [-0.696, -2.078, -0.301]], "atomic_forces_ev_per_a": [[-2.6, -0.4, 1.0], [0.5, 1.6, 4.0], [1.2, 1.2, 0.4], [-0.6, 0.4, -1.1], [-0.7, -1.2, -1.7], [-0.2, -3.1, -2.8], [-0.1, 0.1, -0.1], [2.0, 1.1, 0.8], [0.8, 0.6, 0.6], [1.6, -0.1, -1.1], [-1.8, 0.0, -1.2], [-0.6, -0.1, 1.2], [0.6, -0.3, 0.0]], "nbo_charge": [-0.1922, 0.1153, -0.6379, -0.0743, -0.1503, -0.6215, 0.2405, 0.2170, 0.2150, 0.2102, 0.2272, 0.2177, 0.2332]}

{"formula": "C3H6INS2", "method": "ωB97M-V/def2-TZVPD", "e_tot_ev": -34466.7323, "smiles": "S=C[C@H](CS)NI", "e_homo_ev": -8.672, "total_charge": 0, "de_lowest_kj_mol": 105.4, "species": ["S", "C", "C", "C", "S", "N", "I", "H", "H", "H", "H", "H", "H"], "xyz": [[0.764, -2.318, -1.833], [-0.242, -1.835, -0.649], [-0.407, -0.228, -0.191], [0.892, 0.507, -0.354], [0.786, 1.973, 0.712], [-0.817, -0.330, 1.206], [-2.536, 0.747, 1.701], [-0.969, -2.676, -0.293], [-1.265, 0.180, -0.880], [1.176, 0.955, -1.272], [1.771, 0.109, 0.155], [1.020, 2.930, -0.184], [-0.172, -0.015, 1.881]], "atomic_forces_ev_per_a": [[-0.3, 0.5, 0.8], [-0.8, 0.3, -0.9], [-1.1, -3.1, -1.2], [0.6, 1.2, 1.6], [-0.2, 1.4, 0.7], [-2.3, -0.1, -0.6], [0.5, -0.4, -0.2], [1.1, 2.1, 0.1], [1.7, -0.6, 1.4], [0.0, -0.6, -1.2], [-0.3, -1.2, -0.8], [0.0, 0.1, -0.2], [1.2, 0.4, 0.6]], "nbo_charge": [0.0562, -0.2757, -0.1387, -0.5426, -0.0726, -0.7660, 0.2713, 0.2258, 0.2461, 0.2522, 0.2381, 0.1314, 0.3745]}

{"formula": "C3H6LiO4", "method": "ωB97M-V/def2-TZVPD", "e_tot_ev": -11597.8478, "multiplicity": 2, "e_homo_ev": [-8.010, -8.098], "s2": 0.754, "total_charge": 0, "de_lowest_kj_mol": 511.6, "species": ["C", "C", "H", "H", "H", "H", "O", "O", "C", "O", "Li", "O", "H", "H"], "xyz": [[1.981, 0.733, -0.034], [2.111, -0.601, 0.593], [2.960, 1.150, -0.333], [1.497, 1.453, 0.645], [1.889, -0.735, 1.651], [2.508, -1.436, 0.015], [1.271, 0.698, -1.277], [0.230, -0.265, -1.152], [-1.012, 0.414, -1.372], [-1.915, -0.143, -0.770], [-0.082, 2.268, -1.718], [-4.176, -1.230, 1.412], [-3.898, -0.594, 0.729], [-3.366, -1.712, 1.609]], "atomic_forces_ev_per_a": [[0.2, 0.1, 0.4], [0.4, -0.1, 0.2], [-0.2, -0.1, 0.1], [0.1, -0.2, 0.0], [0.0, 0.0, -0.4], [-0.2, 0.3, 0.2], [0.2, 0.5, -0.8], [0.2, -0.9, 0.3], [-1.4, 0.8, 1.4], [0.7, 0.2, -1.1], [0.0, -0.7, -0.1], [0.2, 0.4, -0.3], [0.0, -0.4, 0.3], [0.0, 0.0, -0.1]], "mulliken_spin": [0.0020, 0.8432, 0.0590, 0.0098, 0.0272, 0.0192, 0.0247, 0.0133, -0.0068, 0.0059, 0.0026, 0.0000, 0.0000, 0.0001]}

{"formula": "C3H6LiO5Pm", "method": "ωB97M-V/def2-TZVPD", "e_tot_ev": -30198.4095, "multiplicity": 6, "e_homo_ev": [-11.668, -11.668], "s2": 8.757, "total_charge": 1, "species": ["H", "C", "C", "O", "Pm", "O", "H", "H", "H", "C", "O", "O", "H", "Li", "O", "H"], "xyz": [[0.607, -1.316, -2.764], [1.102, -1.658, -1.832], [0.689, -0.701, -0.719], [-0.679, -0.831, -0.433], [4.668, -1.027, -1.570], [2.469, -1.724, -1.970], [0.667, -2.653, -1.599], [0.931, 0.329, -1.051], [1.305, -0.943, 0.175], [-1.790, 1.705, 1.749], [-1.186, 2.806, 1.733], [-2.902, 1.521, 1.020], [-3.221, 2.370, 0.691], [-0.372, 2.214, 3.417], [-1.505, 0.793, 2.588], [-0.782, -0.885, 0.565]], "atomic_forces_ev_per_a": [[0.3, -0.2, 0.2], [-1.5, -0.4, -0.1], [0.6, 0.0, 0.2], [-0.1, -0.1, 1.9], [-3.2, -1.0, -0.7], [4.0, 1.1, 0.5], [0.3, 0.4, -0.1], [-0.1, -0.2, 0.2], [-0.1, 0.1, -0.3], [-0.6, -0.1, 1.7], [0.4, 0.4, -0.2], [0.0, -0.2, -0.1], [0.3, 0.0, -0.2], [-0.7, -0.3, -0.7], [0.6, 0.1, -0.6], [-0.1, 0.2, -1.9]], "mulliken_spin": [-0.0008, -0.0023, -0.0009, 0.0006, 5.0366, -0.0317, -0.0007, -0.0002, -0.0007, 0.0000, 0.0000, 0.0000, 0.0000, 0.0000, 0.0000, 0.0001]}

{"formula": "C3H6N", "method": "ωB97M-V/def2-TZVPD", "e_tot_ev": -4673.4590, "multiplicity": 2, "e_homo_ev": [-23.603, -25.660], "s2": 0.755, "total_charge": 2, "de_lowest_kj_mol": 73.6, "species": ["C", "C", "C", "N", "H", "H", "H", "H", "H", "H"], "xyz": [[0.152, 0.728, -0.689], [-1.170, 0.631, -0.666], [0.350, -1.068, 0.963], [0.762, 0.079, 0.392], [0.993, 1.059, -1.415], [-1.696, 0.549, 0.293], [-1.699, 0.642, -1.610], [1.112, -1.588, 1.618], [-0.464, -1.458, 0.393], [1.660, 0.426, 0.720]], "atomic_forces_ev_per_a": [[5.6, -0.8, 0.4], [-4.0, 0.6, -1.0], [2.6, 1.7, -1.9], [0.4, -1.4, 1.9], [-2.0, 0.2, 0.6], [-0.1, 0.0, -0.4], [-0.6, 0.1, -0.2], [-1.4, 0.5, -0.2], [-1.0, -1.1, 0.7], [0.5, 0.3, -0.1]], "mulliken_spin": [0.3979, 0.4073, 0.1122, 0.0050, 0.0149, 0.0283, 0.0314, 0.0055, 0.0030, -0.0055]}

{"formula": "C3H6N2", "method": "ωB97M-V/def2-TZVPD", "e_tot_ev": -6184.8710, "smiles": "[H]/N=C\\N.C#C", "e_homo_ev": -8.947, "total_charge": 0, "de_lowest_kj_mol": 354.5, "species": ["H", "N", "C", "N", "H", "H", "H", "C", "C", "H", "H"], "xyz": [[-0.362, -1.947, 0.660], [-1.293, -2.031, 0.248], [-1.761, -0.911, -0.121], [-1.139, 0.300, -0.069], [-2.739, -0.921, -0.600], [-1.701, 1.104, -0.317], [-0.011, 0.509, 0.282], [1.655, 0.843, -0.213], [2.701, 1.032, 0.369], [1.063, 0.696, -1.103], [3.588, 1.325, 0.863]], "atomic_forces_ev_per_a": [[-0.1, 0.1, 0.0], [-0.1, -0.4, 0.1], [0.9, -0.5, 0.1], [3.0, 1.5, 0.9], [-0.1, 0.3, 0.1], [0.4, 0.0, 0.1], [-5.0, -1.2, -0.9], [2.0, 0.2, -0.8], [-1.3, 0.1, -0.5], [0.0, 0.0, 0.5], [0.2, -0.1, 0.4]], "nbo_charge": [0.3202, -0.7191, 0.2738, -0.8698, 0.1630, 0.3867, 0.4112, -0.3608, -0.1296, 0.2847, 0.2397]}

{"formula": "C3H6N2", "method": "ωB97M-V/def2-TZVPD", "e_tot_ev": -6187.1364, "smiles": "C[C@@H](N)C#N", "e_homo_ev": -10.451, "total_charge": 0, "de_lowest_kj_mol": 135.9, "species": ["C", "C", "N", "C", "N", "H", "H", "H", "H", "H", "H"], "xyz": [[-0.197, -0.712, 0.962], [-0.323, -0.080, -0.451], [-0.734, 1.318, -0.469], [1.093, -0.369, -0.730], [2.229, -0.566, -0.754], [-0.599, -1.735, 1.013], [0.987, -0.682, 1.121], [-0.732, -0.121, 1.703], [-0.962, -0.635, -1.145], [-0.621, 1.717, -1.401], [-0.143, 1.866, 0.150]], "atomic_forces_ev_per_a": [[1.1, 0.1, 1.0], [0.5, -0.5, 0.1], [0.3, -0.1, 0.0], [1.1, 0.7, -2.1], [-0.3, 0.1, -0.4], [0.4, 0.3, -0.2], [-3.1, -0.4, 1.0], [0.0, 0.1, 0.1], [0.1, 0.0, 0.3], [-0.1, -0.2, 0.2], [-0.1, -0.1, 0.0]], "nbo_charge": [-0.6175, -0.1509, -0.7982, 0.2455, -0.3469, 0.2320, 0.2511, 0.2247, 0.2286, 0.3687, 0.3629]}